Record 1
A cluster of 13 separate species, C38H108N6O13 in total. Source: OMol25; level of theory: the ωB97M-V functional and the def2-TZVPD basis.

```
165
Properties=species:S:1:pos:R:3:forces:R:3
C -14.795 7.893 -23.513 0.41 -0.64 0.68
C -13.320 7.453 -23.712 -1.36 0.22 0.46
O -13.035 7.282 -25.060 0.80 -0.12 -0.92
H -15.133 8.805 -24.005 0.62 0.35 0.37
H -14.927 7.861 -22.431 -0.35 0.76 0.15
H -15.539 7.172 -23.853 0.39 -0.59 -0.30
H -13.140 6.563 -23.109 -0.19 -0.52 -0.15
H -12.588 8.134 -23.278 -0.25 0.57 -0.34
H -13.474 6.494 -25.391 -0.07 -0.02 0.06
C -19.337 11.615 -25.138 -0.22 -0.06 0.74
C -19.750 12.125 -26.494 -0.18 0.38 0.14
O -18.588 12.102 -27.260 0.86 0.10 -1.67
H -18.861 10.635 -25.151 -0.02 -0.18 -0.62
H -20.130 11.478 -24.402 -0.11 0.56 0.08
H -18.545 12.291 -24.816 -0.24 0.05 0.49
H -20.006 13.184 -26.547 -0.04 0.19 0.83
H -20.645 11.694 -26.943 0.18 -0.86 -0.15
H -18.289 11.218 -27.487 -0.23 -0.17 0.17
C -21.889 16.575 -21.716 -1.19 0.67 -1.75
C -20.723 16.500 -20.850 0.64 0.20 2.62
O -19.997 17.732 -20.830 -0.13 -0.32 -0.24
H -22.341 15.593 -21.855 0.20 0.02 -0.49
H -21.615 17.113 -22.623 0.18 -0.79 -0.68
H -22.709 17.229 -21.419 0.15 0.00 1.00
H -20.056 15.646 -20.967 0.08 -0.05 -0.91
H -21.102 16.323 -19.844 -0.09 0.01 0.47
H -19.443 17.681 -20.048 0.20 0.26 0.01
C -10.180 15.683 -19.715 0.51 -3.40 -0.71
C -10.457 17.073 -19.580 -1.18 1.67 0.69
O -9.966 17.683 -20.750 0.63 1.09 0.37
H -10.408 15.018 -18.882 -0.18 0.32 0.18
H -9.103 15.626 -19.877 0.19 -0.17 0.12
H -10.596 15.229 -20.614 -0.30 0.10 -0.05
H -10.008 17.367 -18.631 0.59 0.74 -0.04
H -11.472 17.466 -19.525 -0.67 -0.95 0.40
H -10.176 18.591 -20.516 0.40 0.60 -0.97
C -10.973 11.490 -10.955 -1.00 0.45 -1.32
C -12.447 10.992 -11.078 0.59 -0.02 2.24
O -12.942 10.709 -9.713 0.03 0.23 -1.13
H -10.118 10.813 -10.955 -0.48 -0.35 0.44
H -10.958 12.210 -10.137 0.21 -0.33 0.24
H -10.839 12.114 -11.839 0.32 0.08 -0.24
H -12.688 10.082 -11.627 0.55 0.20 -0.27
H -13.004 11.841 -11.475 -0.20 -0.20 -0.21
H -13.348 11.529 -9.422 -0.02 -0.07 0.25
C -21.058 7.965 -16.383 0.46 -0.11 0.74
C -21.812 9.249 -16.467 -0.69 -1.22 -0.57
O -21.248 10.113 -15.532 -0.29 1.25 0.27
H -20.745 7.913 -15.340 0.11 -0.31 0.06
H -20.147 8.090 -16.969 -0.07 -0.73 -0.19
H -21.677 7.086 -16.563 0.36 0.00 -0.58
H -22.854 9.082 -16.193 -0.26 -0.06 -0.18
H -21.777 9.604 -17.497 -0.08 0.50 -0.07
H -22.021 10.635 -15.304 0.50 0.72 0.55
C -20.967 15.574 -14.396 -0.78 0.14 -0.31
C -22.444 15.609 -13.939 1.44 -0.81 1.41
O -22.797 14.318 -13.396 -0.21 0.05 -0.87
H -20.197 15.325 -13.665 -0.51 0.12 0.53
H -20.761 16.576 -14.771 0.29 -0.07 -0.25
H -20.826 14.828 -15.179 -0.18 0.18 -0.28
H -23.103 15.937 -14.743 0.02 -0.13 -0.06
H -22.540 16.251 -13.063 0.02 0.76 -0.36
H -23.757 14.301 -13.397 -0.10 -0.26 0.18
C -15.370 13.422 -16.736 0.14 0.33 -1.03
C -16.218 13.022 -18.006 0.52 0.47 1.80
C -15.447 13.173 -19.344 0.39 -0.40 1.16
O -15.156 14.520 -19.627 -0.74 0.91 0.04
C -14.969 14.775 -21.008 -0.11 -0.39 -0.02
N -16.619 11.621 -17.756 0.28 0.06 -1.47
H -14.523 12.741 -16.643 0.05 -0.10 -0.24
H -15.870 13.366 -15.769 -0.58 -0.11 -0.29
H -14.969 14.432 -16.816 -0.02 0.09 -0.13
H -17.083 13.676 -18.110 -0.13 0.24 0.17
H -16.032 12.694 -20.129 -0.12 0.03 -0.26
H -14.483 12.674 -19.244 0.09 -0.55 -0.14
H -14.635 15.793 -21.209 0.50 -0.12 0.59
H -15.889 14.730 -21.591 -0.41 -0.47 0.13
H -14.280 14.016 -21.376 0.26 0.25 -0.47
H -17.466 11.519 -17.215 0.00 0.45 0.39
H -16.896 11.295 -18.671 -0.09 -0.67 -0.21
C -8.222 5.266 -17.447 2.63 0.08 1.09
C -9.611 5.585 -17.746 -1.19 -0.96 -0.69
C -9.718 6.862 -18.610 -0.21 -0.59 -1.33
O -9.311 8.077 -18.033 -1.30 -0.10 0.94
C -10.270 8.659 -17.108 1.67 0.70 -0.05
N -10.119 4.341 -18.444 -0.87 0.66 0.08
H -7.635 6.114 -17.095 -0.16 0.26 0.07
H -7.655 4.883 -18.297 -0.33 0.00 -0.35
H -8.115 4.512 -16.667 -0.19 -0.13 0.10
H -10.205 5.646 -16.834 0.12 0.72 0.24
H -10.671 6.939 -19.132 -0.88 0.14 0.74
H -9.130 6.776 -19.524 0.84 -0.45 0.27
H -10.020 9.720 -17.123 -0.39 0.19 -0.37
H -10.014 8.428 -16.074 -0.28 -0.78 0.07
H -11.328 8.513 -17.326 0.15 -0.30 -0.25
H -9.815 3.524 -17.934 1.23 -0.08 0.04
H -11.082 4.211 -18.166 -0.86 0.64 -0.61
C -17.520 20.686 -16.522 0.80 2.02 0.90
C -16.406 19.766 -16.070 -0.91 -1.28 0.76
C -16.518 19.347 -14.587 -0.51 -0.07 0.22
O -15.525 18.427 -14.212 1.98 -0.23 0.00
C -15.551 18.049 -12.842 -0.77 0.04 -0.02
N -16.613 18.612 -16.918 1.43 -1.66 -0.22
H -18.517 20.419 -16.172 0.21 -0.39 0.02
H -17.557 20.854 -17.599 0.17 -0.43 0.00
H -17.277 21.662 -16.101 -0.41 0.45 0.09
H -15.373 20.111 -16.098 -0.04 0.76 -0.56
H -17.423 18.792 -14.343 -0.88 0.64 -0.28
H -16.412 20.253 -13.990 -0.29 0.18 0.26
H -14.782 17.334 -12.551 0.05 -0.18 -0.84
H -16.535 17.618 -12.655 -0.13 -0.27 0.30
H -15.418 18.846 -12.111 -0.07 0.69 -0.33
H -16.110 17.859 -16.471 -0.35 -0.85 0.68
H -15.937 18.679 -17.666 -0.32 0.54 -1.01
C -14.321 26.281 -22.988 -0.78 0.06 0.11
C -14.045 26.172 -21.482 -0.35 -0.59 0.54
C -14.626 24.872 -20.855 1.62 0.65 -0.98
O -13.798 23.837 -21.418 -2.59 -1.49 0.09
C -14.577 22.595 -21.602 1.64 0.44 -0.75
N -12.636 26.357 -21.120 0.09 0.31 -0.19
H -13.621 26.939 -23.503 -0.22 0.43 0.23
H -15.340 26.669 -22.975 0.03 0.49 -0.69
H -14.392 25.423 -23.656 0.38 -0.65 0.73
H -14.570 27.000 -21.006 -0.52 0.09 -0.12
H -15.688 24.804 -21.092 -0.06 -0.32 -0.38
H -14.563 24.882 -19.767 0.26 0.03 0.17
H -15.602 22.733 -21.944 -0.21 0.41 0.72
H -14.431 21.904 -20.772 -0.52 0.31 0.38
H -14.156 22.056 -22.451 0.51 0.19 -0.11
H -12.648 27.075 -20.410 0.29 -0.15 0.55
H -12.227 26.873 -21.885 0.42 -0.22 -0.30
C -19.220 10.535 -9.810 -0.66 1.78 2.85
C -18.901 9.162 -10.213 -0.69 0.36 -1.12
C -20.059 8.203 -9.944 1.03 0.17 -0.05
O -20.270 8.026 -8.569 -0.39 0.74 -0.49
C -21.529 7.458 -8.326 0.60 -1.20 1.86
N -18.698 9.305 -11.658 0.90 -1.07 -1.30
H -19.326 10.576 -8.726 0.19 0.27 0.36
H -20.180 10.939 -10.132 -0.19 -0.44 -0.59
H -18.485 11.287 -10.096 0.27 -0.23 0.00
H -18.030 8.782 -9.678 0.30 0.04 -0.41
H -19.787 7.208 -10.295 -0.42 0.06 -0.99
H -20.933 8.697 -10.368 -0.35 -0.56 -0.51
H -21.614 6.390 -8.528 0.57 -0.39 -0.65
H -22.431 7.856 -8.791 0.26 0.97 0.14
H -21.461 7.452 -7.238 -1.30 0.32 0.19
H -18.019 10.032 -11.834 1.02 -0.31 0.38
H -19.442 9.816 -12.112 -1.16 -0.52 0.29
C -9.444 13.189 -26.133 0.81 -0.08 0.52
C -8.524 12.269 -26.925 -0.46 -0.16 0.46
C -7.148 12.137 -26.215 0.49 0.76 -0.18
O -6.460 13.378 -26.106 0.82 0.61 0.50
C -5.233 13.318 -25.279 -2.08 -0.91 -1.10
N -9.124 10.928 -27.163 0.79 0.52 -0.33
H -10.493 13.109 -26.419 0.14 -0.03 0.06
H -9.092 14.220 -26.182 -0.15 0.05 -0.40
H -9.262 12.951 -25.086 -0.66 -0.20 0.29
H -8.449 12.687 -27.930 0.59 0.05 -0.01
H -6.488 11.458 -26.755 -0.06 -0.42 -0.26
H -7.255 11.752 -25.201 -0.47 -0.37 0.18
H -5.519 12.956 -24.291 0.05 0.39 0.33
H -4.782 14.310 -25.275 -0.08 -0.28 -0.01
H -4.602 12.529 -25.688 0.46 0.26 -0.21
H -8.329 10.409 -27.509 -0.18 -0.63 -0.37
H -9.452 10.402 -26.366 0.00 0.43 0.53
```
Forces are in eV/Å.

**Lowest unoccupied orbital energy**: 0.137 eV
**Total energy**: -2818.816599 a.u.
**Energy relative to the best compared isomer or geometry (same formula, charge and spin)**: 182.7 kcal per mole

---

Record 2
The molecule C5H8O2. Source: OMol25; level of theory: the ωB97M-V functional and the def2-TZVPD basis.

```
15
Properties=species:S:1:pos:R:3:forces:R:3
C 1.729 -0.718 0.377 0.27 -0.21 0.09
C 0.131 0.471 -0.449 -0.24 0.23 -0.05
C -0.437 1.802 -0.053 0.03 0.05 -0.02
C -0.942 -0.532 -0.866 -0.02 -0.04 -0.06
C -0.875 -1.169 0.500 -0.30 -0.46 0.18
O -1.395 -2.070 1.079 0.37 0.41 -0.31
O 0.131 -0.349 1.021 0.02 0.00 0.04
H 1.604 -1.515 -0.350 -0.02 0.20 0.05
H 2.371 0.074 0.015 -0.17 -0.06 0.12
H 2.034 -1.091 1.356 -0.11 -0.01 -0.13
H -1.422 1.706 0.445 0.13 0.00 -0.06
H 0.229 2.339 0.631 -0.05 -0.06 -0.15
H -0.569 2.424 -0.947 0.03 -0.12 0.07
H -1.930 -0.123 -1.113 0.12 -0.02 0.10
H -0.660 -1.250 -1.646 -0.07 0.09 0.14
```
Forces are in eV/Å.

**Lowest unoccupied orbital energy (spin up / spin down)**: 0.387 / 0.387 eV
**Total energy**: -345.594433 a.u.
**Energy relative to the best compared isomer or geometry (same formula, charge and spin)**: 132.1 kcal per mole